# C33H49ClO4P4SW

C33H49ClO4P4SW as an isolated structure in a non-equilibrium geometry (the ωB97M-V functional and the def2-TZVPD basis, OMol25).

Results
Charge   +2
Multiplicity   3
Kohn-Sham gap (spin up / spin down)   6.597 / 6.125 eV
Maximum force   0.0507 hartree/bohr

Each line ends with the Mulliken spin population.
Geometry (Å):
P  -0.60777  2.99210  -1.18719  0.04
C  -2.17127  3.85757  -1.30635  0.00
C  -2.42479  5.03491  -0.57771  0.00
H  -1.65596  5.45196  0.07399  0.00
C  -3.66533  5.66318  -0.69903  0.00
H  -3.86682  6.56650  -0.12495  0.00
C  -4.64420  5.14018  -1.54658  0.00
H  -5.61524  5.62953  -1.62798  0.00
C  -4.37621  3.99405  -2.30000  0.00
H  -5.13078  3.58797  -2.97156  0.00
C  -3.13878  3.35993  -2.19869  0.00
H  -2.91181  2.48070  -2.80299  0.00
C  0.29157  3.51901  0.28126  0.00
C  -0.33868  3.37812  1.53158  0.01
H  -1.39998  3.12050  1.58068  0.00
C  0.39300  3.57210  2.70239  0.00
H  -0.09249  3.42501  3.66823  0.00
C  1.72873  3.97158  2.63810  0.00
H  2.29665  4.12864  3.55651  0.00
C  2.32713  4.20313  1.39759  0.00
H  3.35646  4.55690  1.34659  0.00
C  1.61381  3.99176  0.21670  0.01
H  2.06947  4.21924  -0.75088  0.00
C  0.36128  3.24258  -2.68830  -0.01
C  0.45680  4.52713  -3.26301  0.00
H  -0.04170  5.37298  -2.78548  0.00
C  1.18198  4.71433  -4.44073  0.00
H  1.25615  5.71008  -4.87624  0.00
C  1.81268  3.63409  -5.06414  0.00
H  2.37854  3.78386  -5.98459  0.00
C  1.71689  2.35908  -4.50192  0.00
H  2.20383  1.50744  -4.97551  0.00
C  0.99340  2.15908  -3.32380  0.01
H  0.88169  1.15356  -2.91216  0.00
W  -1.15939  -1.22637  -0.25755  1.66
C  0.61584  -1.83348  0.73692  -0.15
C  1.61770  -0.91680  0.90842  0.28
H  0.74710  -2.85412  1.10683  -0.04
C  1.38850  0.43740  0.28163  -0.08
O  2.46166  0.69358  -0.68188  0.00
H  2.20232  1.42006  -1.28135  0.00
C  0.06167  0.36334  -0.36224  -0.02
H  1.40579  1.23027  1.05838  0.00
C  -0.91089  1.12342  -0.91665  0.19
Cl  -3.26757  -1.34310  -1.25171  0.07
P  -0.30902  -2.96056  -1.75006  -0.01
P  -2.06885  -1.59255  1.95426  -0.03
C  -1.48564  -4.28264  -2.09608  0.01
H  -2.39398  -3.85938  -2.54121  0.00
H  -1.72409  -4.78740  -1.14645  0.00
H  -1.01277  -4.99600  -2.78582  0.00
C  -0.08787  -2.02717  -3.29574  0.02
H  0.78998  -1.37263  -3.20362  0.00
H  -0.97234  -1.41693  -3.51248  0.00
H  0.07936  -2.74095  -4.11569  0.00
C  1.27971  -3.80670  -1.54241  0.02
H  1.33954  -4.31853  -0.57132  0.00
H  2.09747  -3.07707  -1.61143  0.00
H  1.38576  -4.55735  -2.33905  0.00
C  -3.29188  -2.91193  2.05876  0.01
H  -2.78062  -3.86821  1.85443  -0.01
H  -4.07468  -2.74825  1.30933  0.00
H  -3.72377  -2.90943  3.07054  0.00
C  -0.98051  -1.89668  3.36932  0.02
H  -0.22507  -1.10388  3.43981  0.00
H  -0.46969  -2.86263  3.24978  0.00
H  -1.57839  -1.91169  4.29285  0.00
C  -2.92803  -0.04448  2.33351  0.03
H  -3.64798  0.19586  1.54183  0.00
H  -2.19714  0.77106  2.41993  -0.01
H  -3.45513  -0.16629  3.29098  0.00
P  3.21045  -1.23728  1.71430  -0.01
C  3.14715  -2.78127  2.59611  0.00
C  3.47394  0.12855  2.85145  0.01
H  2.72688  -3.59655  1.99165  0.00
H  2.53119  -2.66070  3.49803  0.00
H  4.17626  -3.02985  2.89652  0.00
H  3.28473  1.09022  2.35562  0.00
H  4.51222  0.09863  3.21048  0.00
H  2.79107  0.02240  3.70499  0.00
C  4.45799  -1.24758  0.43303  0.01
H  4.42608  -2.20472  -0.10244  0.00
H  5.45028  -1.10874  0.88967  0.00
H  4.22890  -0.42934  -0.25860  0.00
H  -1.85786  0.66714  -1.29494  -0.03
C  -0.86301  -6.57525  2.82502  0.00
S  -0.26139  -5.85206  1.30116  0.01
O  1.00481  -5.18719  1.65044  0.00
O  -0.13933  -6.93491  0.32921  0.00
O  -1.32801  -4.87922  0.94906  0.00
H  -0.21734  -7.41343  3.10319  0.00
H  -1.88771  -6.92098  2.66624  0.00
H  -0.83263  -5.79843  3.59121  0.00

***

# C20H14Cl2N4O2S

One molecule with the formula C20H14Cl2N4O2S in a non-equilibrium geometry (the ωB97M-V functional and the def2-TZVPD basis, OMol25).

Results
Charge   0
Kohn-Sham gap   8.847 eV
Maximum force   0.0250 hartree/bohr

Each line ends with the natural charge from an NBO analysis.
Geometry (Å):
O  -2.40054  -2.78695  2.47596  -0.53
C  -2.29381  -2.37351  1.34917  0.59
C  -2.77059  -1.02680  0.93955  -0.07
C  -2.73802  -0.01236  1.89612  -0.16
C  -3.13229  1.26867  1.57279  -0.22
C  -3.58044  1.55350  0.28915  -0.06
C  -3.64031  0.53923  -0.66319  -0.07
C  -3.23721  -0.74649  -0.34041  -0.23
H  -3.31003  -1.51183  -1.09652  0.23
Cl  -4.21195  0.87256  -2.25547  0.03
Cl  -4.06336  3.15425  -0.11630  0.04
H  -3.09451  2.05836  2.30615  0.23
H  -2.37131  -0.24990  2.88185  0.24
C  -1.78738  -3.31593  0.26027  -0.62
H  -1.21419  -4.11214  0.73700  0.26
H  -2.63797  -3.75418  -0.26553  0.25
S  -0.75329  -2.55575  -1.02583  0.28
C  0.14445  -1.50781  0.01269  0.17
N  -0.09108  -1.36768  1.28881  -0.33
N  0.76846  -0.45985  1.76141  -0.27
C  1.51456  -0.04261  0.77374  0.37
N  1.15155  -0.68504  -0.38983  -0.37
C  1.76573  -0.65964  -1.69690  -0.25
C  3.25422  -0.58952  -1.58728  0.25
C  4.17490  0.20441  -2.20394  -0.28
C  5.43366  -0.17113  -1.67481  -0.31
C  5.18187  -1.15892  -0.77632  0.10
O  3.86655  -1.42377  -0.71866  -0.41
H  5.82318  -1.73301  -0.13824  0.21
H  6.38592  0.24509  -1.92866  0.23
H  3.98479  0.96148  -2.93580  0.23
H  1.45601  -1.57993  -2.20855  0.24
H  1.40258  0.19401  -2.27807  0.23
C  2.57603  0.93912  0.90030  -0.15
C  3.43944  0.88848  1.99343  -0.13
C  4.46078  1.81688  2.07856  -0.26
C  4.57970  2.76203  1.06939  0.04
N  3.74302  2.84049  0.04868  -0.42
C  2.76638  1.95981  -0.03167  0.07
H  2.09270  2.08751  -0.86866  0.19
H  5.37266  3.49763  1.07820  0.19
H  5.15293  1.80492  2.90567  0.22
H  3.29853  0.12592  2.74390  0.24

***

# C4H14N3O

A 2-piece molecular cluster, C4H14N3O overall in a non-equilibrium geometry (the ωB97M-V functional and the def2-TZVPD basis, OMol25).

Results
Charge   +1
Kohn-Sham gap   10.786 eV
Maximum force   0.1340 hartree/bohr

Each line ends with the natural charge from an NBO analysis.
Geometry (Å):
C  1.14044  -0.79603  -1.06971  -0.24
C  0.60644  0.60828  -1.17268  -0.43
C  -0.89607  0.54118  -0.83310  -0.25
N  -3.57997  0.36246  0.53256  -0.76
C  -2.30454  -0.23427  0.88754  0.39
N  -1.08531  -0.07349  0.47682  -0.53
N  1.09598  -1.16469  0.39197  -0.86
H  2.20485  -0.95033  -1.43172  0.22
H  0.58514  -1.64384  -1.52209  0.22
H  0.80207  1.10381  -2.12278  0.25
H  1.13499  1.21901  -0.38858  0.21
H  -1.41626  -0.02893  -1.66459  0.22
H  -1.31921  1.55235  -0.82523  0.21
H  -4.17537  0.13183  1.30136  0.41
H  -3.63364  1.25426  0.20828  0.40
H  -2.29616  -1.00679  1.68260  0.20
H  1.23076  -2.19794  0.70751  0.41
H  -0.16712  -0.74459  0.78813  0.45
H  1.84365  -0.62841  0.89928  0.43
H  3.82698  1.12080  1.71785  0.51
H  3.17989  0.95048  0.27074  0.48
O  3.22250  0.62486  1.16582  -0.97

***

# C4H11NO2

A 2-piece molecular cluster, C4H11NO2 overall in a non-equilibrium geometry (the ωB97M-V functional and the def2-TZVPD basis, OMol25).

Results
Charge   +1
Multiplicity   2
Kohn-Sham gap (spin up / spin down)   9.344 / 4.779 eV
Maximum force   0.0473 hartree/bohr

Each line ends with the Mulliken spin population.
Geometry (Å):
N  -0.02742  -0.27793  -2.19087  0.06
C  0.18045  0.95772  -1.74663  0.01
C  -0.65141  1.49183  -0.50964  0.07
C  -1.89363  0.60699  -0.27412  0.03
C  0.25234  1.34458  0.70517  0.01
O  1.20248  1.58132  -2.02532  0.81
H  -0.43824  -0.96394  -1.58181  0.00
H  0.45538  -0.53552  -3.03244  0.00
H  -0.85386  2.53803  -0.74741  -0.01
H  -2.81706  0.65522  -0.84643  0.00
H  -1.56023  -0.41234  -0.11010  0.00
H  -2.21813  0.94556  0.70961  0.02
H  -0.28824  1.62654  1.60397  0.00
H  1.08372  2.06199  0.73631  0.00
H  0.70475  0.36393  0.76714  0.00
H  2.82661  -4.53398  3.15632  0.00
H  1.56257  -3.62497  2.77820  0.00
O  2.47992  -3.82500  2.60804  0.00

***

# C5H11O2

A 2-piece molecular cluster, C5H11O2 overall in a non-equilibrium geometry (the ωB97M-V functional and the def2-TZVPD basis, OMol25).

Results
Charge   -1
Kohn-Sham gap   7.209 eV
Maximum force   0.0691 hartree/bohr

Each line ends with the natural charge from an NBO analysis.
Geometry (Å):
C  -0.25760  1.18780  -0.59949  -0.42
C  1.15964  1.88532  -0.94063  -0.62
C  -0.65206  0.10679  -1.63785  -0.62
H  -0.20339  0.65101  0.38784  0.25
H  -1.00732  1.91882  -0.32545  0.18
H  1.06487  2.81995  -0.39296  0.20
H  1.05384  2.16222  -2.00061  0.19
H  0.24193  -0.20151  -2.14512  0.20
H  -1.12352  -0.78595  -1.19775  0.24
H  1.97992  1.19220  -0.77613  0.21
H  -1.37484  0.55145  -2.38628  0.19
C  0.12753  -1.01323  1.69666  -0.74
C  -0.40371  -2.44602  1.79260  0.74
O  0.29330  -3.38661  1.33600  -0.79
O  -1.62091  -2.54707  2.11420  -0.80
H  0.83622  -0.79836  2.48973  0.20
H  -0.77486  -0.40938  1.83717  0.21
H  0.66098  -0.88743  0.74806  0.20

***

# C9H15O6Sr

C9H15O6Sr as an isolated structure in a non-equilibrium geometry (the ωB97M-V functional and the def2-TZVPD basis, OMol25).

Results
Charge   +1
Kohn-Sham gap   5.209 eV
Maximum force   0.0948 hartree/bohr

Each line ends with the Löwdin charge.
Geometry (Å):
O  -0.61703  2.25498  1.11285  -0.10
C  -1.46114  2.70398  0.35844  -0.13
C  -1.85666  1.97903  -0.88622  -0.14
O  -0.98260  0.88519  -1.05559  -0.23
C  -1.38601  -0.16179  -1.91228  -0.13
C  -2.18351  -1.21747  -1.21273  -0.11
O  -3.07424  -0.70482  -0.42251  -0.09
C  -3.71942  -1.49306  0.58200  0.01
H  -1.79848  2.66813  -1.74501  0.16
H  -2.06247  3.58710  0.63305  0.16
H  -2.91449  1.68922  -0.78266  0.15
H  -0.45187  -0.62696  -2.26015  0.15
H  -1.94035  0.21412  -2.78653  0.16
H  -2.50047  -2.06182  -1.84454  0.16
H  -1.03718  -2.13997  -0.23547  0.18
H  -4.65587  -0.98116  0.81978  0.11
H  -3.88602  -2.51462  0.21662  0.11
H  -3.07121  -1.46678  1.46659  0.11
O  2.80325  1.08607  0.21673  -0.46
C  3.56396  0.21190  -0.40541  -0.30
C  3.12155  -0.99046  -0.83008  -0.15
O  1.76441  -1.25049  -0.60756  -0.28
C  1.41873  -2.47419  0.03146  -0.16
C  0.08598  -2.25171  0.72477  -0.27
O  0.11750  -1.14321  1.44514  -0.37
Sr  0.86618  0.65729  0.61669  1.78
H  4.56192  0.53889  -0.73292  0.12
H  3.67319  -1.70558  -1.43805  0.12
H  2.18391  -2.70342  0.79247  0.16
H  1.34522  -3.28438  -0.71072  0.14
H  -0.20981  -3.15961  1.28473  0.14